DFT (ωB97M-V/def2-TZVPD) results for a cluster of 4 separate species, C6H8 in total at a distorted geometry.

Each line ends with the Mulliken charge.
CARTESIAN COORDINATES (ANGSTROEM)
C: -2.94 -0.12 0.02  -1.07
C: -1.45 -0.24 -0.02  1.29
C: -0.25 -0.31 -0.05  -0.48
C: 1.21 -0.26 -0.09  0.16
C: 1.60 1.20 -0.02  -1.14
C: 2.02 -1.31 0.01  -0.89
H: -3.48 0.84 -1.53  0.19
H: -3.21 0.83 1.54  0.21
H: -3.42 -1.90 -0.02  0.22
H: 2.70 1.32 0.12  0.34
H: 1.28 1.77 -0.86  0.31
H: 1.19 1.65 0.87  0.31
H: 1.63 -2.33 -0.01  0.29
H: 3.12 -1.14 0.04  0.25

Values from the calculation:
Kohn-Sham gap: 7.44 eV
E_LUMO: -1.4 eV
ΔE to the lowest compared entry with this formula, charge and spin: 251.31 kcal per mole
Net charge: 0
Highest occupied orbital energy: -8.84 eV

***

DFT (ωB97M-V/def2-TZVPD) results for the molecule C6H8.

Each line ends with the Mulliken charge.
CARTESIAN COORDINATES (ANGSTROEM)
C: 1.83 1.13 -0.10  -0.71
C: 1.53 -0.09 0.25  0.29
C: 0.83 -1.16 0.52  -0.49
C: -0.45 -1.34 -0.30  -0.55
C: -1.32 -0.19 0.16  0.09
C: -1.39 0.99 -0.44  -0.91
H: 1.15 1.90 0.29  0.30
H: 2.62 1.44 -0.77  0.25
H: 0.98 -1.75 1.42  0.32
H: -0.24 -1.26 -1.37  0.29
H: -0.91 -2.31 -0.11  0.28
H: -1.77 -0.32 1.15  0.26
H: -0.93 1.16 -1.41  0.33
H: -1.89 1.83 0.02  0.27

Values from the calculation:
Kohn-Sham gap: 10.30 eV
E_LUMO: 1.2 eV
ΔE to the lowest compared entry with this formula, charge and spin: 44.19 kcal per mole
Net charge: 0
SMILES string: C=C=CCC=C
Highest occupied orbital energy: -9.14 eV

***

DFT (ωB97M-V/def2-TZVPD) results for a cluster of 2 separate species, C6H8 in total.

Each line ends with the Mulliken charge.
CARTESIAN COORDINATES (ANGSTROEM)
C: -0.52 -0.70 -1.11  -0.24
C: 0.76 -0.66 -1.31  -0.56
C: 0.30 -1.62 -0.26  -0.44
H: -1.51 -0.47 -1.45  0.40
H: 1.56 -0.33 -1.95  0.43
H: 0.29 -2.69 -0.50  0.23
H: 0.46 -1.41 0.80  0.20
C: 1.11 1.45 0.86  -0.67
C: -0.19 1.35 0.96  0.42
C: -1.43 1.00 0.77  -0.73
H: 1.79 2.07 1.43  0.27
H: 1.52 0.80 0.08  0.07
H: -1.87 0.14 1.28  0.33
H: -2.05 1.53 0.05  0.31

Values from the calculation:
Kohn-Sham gap: 10.25 eV
E_LUMO: 1.2 eV
ΔE to the lowest compared entry with this formula, charge and spin: 97.28 kcal per mole
Net charge: 0
SMILES string: C1=CC1.C=C=C
Highest occupied orbital energy: -9.06 eV

***

DFT (ωB97M-V/def2-TZVPD) results for a structure of composition C6H8 at a distorted geometry.

Each line ends with the Mulliken charge.
CARTESIAN COORDINATES (ANGSTROEM)
C: 0.94 0.82 -0.13  -0.32
C: -1.29 -0.20 0.75  0.13
C: 1.89 1.22 0.67  -0.74
C: -2.55 -0.19 0.72  -0.81
C: -0.05 -0.01 0.32  0.67
C: 0.39 -1.05 -0.76  -1.35
H: 1.00 0.80 -1.26  0.26
H: 2.88 1.40 0.22  0.25
H: 1.78 1.55 1.69  0.28
H: -3.31 -0.13 1.45  0.31
H: -2.97 -0.10 -0.32  0.18
H: -0.11 -2.08 -0.68  0.34
H: 1.41 -1.30 -0.98  0.43
H: 0.00 -0.72 -1.70  0.37

Values from the calculation:
Kohn-Sham gap: 9.30 eV
E_LUMO: 1.0 eV
ΔE to the lowest compared entry with this formula, charge and spin: 106.69 kcal per mole
Net charge: 0
Highest occupied orbital energy: -8.30 eV